*a*
A structure of composition C10H17N2O3. Source: the Open Molecules 2025 dataset; level of theory: ωB97M-V/def2-TZVPD.

Output
- HOMO (Eh) = -0.4639
- gap between HOMO and LUMO (eV) = 8.6

Structure (ORCA input):
```
! RIJCOSX wB97M-V def2-TZVPD def2/J DEFGRID3
* xyz 1 1
O 0.9600 -0.1749 0.1497
O 0.4828 1.3111 -1.4584
O -4.1002 -0.8882 0.9537
N -2.6284 -1.3939 -0.5304
N -0.9607 0.9324 0.2300
C 2.4706 -0.2791 0.1127
C 0.2225 0.7404 -0.4403
C 2.9259 -0.9363 1.4482
C -1.9598 1.8581 -0.2392
C -3.1026 -0.3723 0.1973
C 2.9815 1.0695 -0.1310
C -3.2454 0.9650 -0.4744
C -2.1604 -2.2775 -1.0259
C -1.4344 0.0267 1.1402
C 2.7703 -1.2388 -1.0690
H 3.8120 -1.2109 -1.3552
H 3.0825 1.2455 -1.1968
H -4.0102 1.4217 0.0881
H -1.5710 -2.9229 -1.5727
H 2.5084 2.0054 0.2284
H -3.6167 1.0344 -1.5662
H -4.6746 -0.1518 1.2535
H -2.2805 2.6048 0.5098
H -1.5142 2.4251 -1.1598
H 2.3562 -2.2412 -0.7731
H 4.1224 1.2522 0.0519
H 3.9457 -1.2551 1.4124
H 2.1969 -0.7692 -1.9446
H -1.9466 0.4513 1.9926
H 2.6601 -0.4327 2.4071
H -0.8300 -0.9181 1.2402
H 2.5379 -1.8809 1.5213
*
```



*b*
The ion C10H17N2O3 with charge +1. Source: the Open Molecules 2025 dataset; level of theory: ωB97M-V/def2-TZVPD.

Output
- HOMO (Eh) = -0.4660
- gap between HOMO and LUMO (eV) = 9.4

Structure (ORCA input):
```
! RIJCOSX wB97M-V def2-TZVPD def2/J DEFGRID3
* xyz 1 1
O 2.9517 2.9627 2.7204
O 2.8141 0.9870 1.8659
O -1.1986 -3.2664 -1.0606
N -0.3256 -0.7533 -0.3560
N 2.3187 2.0035 2.3462
C 0.1970 -3.0971 -1.0846
C 0.2979 -0.5334 0.9441
C 0.2898 3.6247 2.3312
C -0.7589 0.5355 -1.0172
C 0.5068 -1.5392 -1.2565
C -0.5421 0.1921 1.9520
C -0.2717 1.3754 2.3966
C 0.9067 2.2574 2.1804
C 0.3166 1.1616 -1.8619
C -0.1363 2.4975 3.3275
H 0.5235 -3.7158 -0.1949
H 1.0890 0.1404 0.7872
H -1.1672 -1.4163 -0.3056
H 0.1808 -1.4072 -2.2511
H -1.6025 0.2904 -1.6419
H 1.2873 1.1890 -1.4124
H -1.5751 -4.1710 -0.9936
H 0.1148 2.2487 -2.2130
H -0.3605 4.0468 1.5185
H -1.5478 -0.2103 2.3002
H 0.8906 4.3495 2.8147
H -0.9666 1.3685 -0.2497
H -0.3237 2.6041 4.3998
H 0.6456 -1.4521 1.3201
H 0.7515 -3.4237 -1.9496
H 0.3637 0.5413 -2.7084
H 1.5912 -1.3103 -1.2023
*
```



Energy ordering: *a* at the bottom, the next structure 342.3 kJ/mol above.



*a*
The molecule C21H19NO5S. Source: the Open Molecules 2025 dataset; level of theory: ωB97M-V/def2-TZVPD.

Output
- HOMO (Eh) = -0.2928
- gap between HOMO and LUMO (eV) = 8.6

Structure (ORCA input):
```
! RIJCOSX wB97M-V def2-TZVPD def2/J DEFGRID3
* xyz 0 1
S 0.5233 -4.8767 -1.2216
O 0.8123 5.2684 3.0914
O -1.2361 4.2530 3.3684
O -0.6188 2.2641 -2.3020
O -2.1635 -0.4557 -3.6563
O -2.3752 1.8455 -0.9683
N 0.6841 -1.7010 -0.7463
C 0.5966 3.7766 -0.2560
C 0.4395 -1.4112 1.7339
C -1.3518 3.2640 1.1063
C -0.2576 5.0573 3.9898
C -0.6413 3.1629 -0.0984
C 1.5568 -5.9239 0.8724
C 1.8868 -2.4906 -0.6469
C 1.1807 4.5155 0.7654
C 1.5922 -3.9071 -0.2604
C -0.7679 3.9945 2.1075
C 0.0311 -1.3935 -1.8948
C -2.0346 -0.0881 -2.5055
C -1.1132 -0.5545 -0.1378
C -1.1002 -0.6570 -1.5591
C 0.5316 -1.7691 -3.2392
C 0.7196 -6.2088 -0.1552
C -1.1830 2.3918 -1.2428
C -0.0169 -1.2110 0.3330
C 0.4770 4.6123 1.9434
C -2.9420 1.0377 -1.9886
C 2.0540 -4.6020 0.8143
H 0.1165 4.5527 4.8948
H 1.5204 -1.3464 -3.4225
H 2.1375 4.9952 0.6472
H -0.2741 -0.9508 2.4112
H 1.0990 3.6662 -1.2042
H 0.1990 -7.1232 -0.3588
H 1.8112 -6.6233 1.6481
H 2.7327 -4.1897 1.5400
H 1.4151 -0.9518 1.8997
H -3.2178 1.6548 -2.8508
H -0.1580 -1.3838 -3.9840
H 2.5504 -2.0494 0.1034
H 0.5884 -2.8529 -3.3444
H -1.8614 -0.0767 0.4614
H 2.3943 -2.4648 -1.6155
H 0.5165 -2.4719 1.9741
H -0.6985 6.0270 4.2712
H -2.3112 2.7940 1.2327
H -3.8436 0.6016 -1.5504
*
```



*b*
The molecule C21H19NO5S. Source: the Open Molecules 2025 dataset; level of theory: ωB97M-V/def2-TZVPD.

Output
- HOMO (Eh) = -0.3202
- gap between HOMO and LUMO (eV) = 8.9

Structure (ORCA input):
```
! RIJCOSX wB97M-V def2-TZVPD def2/J DEFGRID3
* xyz 0 1
S -0.3454 -1.5332 -1.1344
O -0.3962 -0.5979 -2.2167
O 1.0215 -2.7795 1.6906
O -0.6997 -2.8879 -1.4356
O 5.4344 0.8880 -0.9894
O 3.8723 0.9107 -2.5804
N -1.3311 -0.9694 0.1286
C 3.8232 -0.8341 0.6110
C -0.1412 -3.5009 1.3204
C -4.1995 1.3496 -0.0396
C 1.2795 -1.4186 -0.3630
C 1.8742 2.3289 0.2812
C -0.4708 2.2886 -0.2253
C -4.9602 0.7480 -1.0264
C 2.1445 -0.6116 -1.0828
C -2.5399 -0.3606 -0.2514
C 2.9749 -1.6376 1.3263
C 0.3101 1.5044 1.8997
C 1.6123 1.7911 1.5289
C -0.7466 1.7590 1.0310
C 1.6889 -1.9721 0.8558
C -2.1720 1.4834 1.4439
C 4.3496 0.5394 -1.3859
C -4.5085 -0.4142 -1.6274
C 3.4198 -0.3200 -0.6243
C 0.8309 2.5684 -0.5978
C -2.9835 0.8152 0.3620
C -3.3039 -0.9693 -1.2391
H -5.8994 1.1879 -1.3255
H -5.0923 -0.8899 -2.4004
H 2.4224 1.5959 2.2154
H -1.2832 2.4769 -0.9111
H 0.1111 1.0883 2.8784
H -1.0167 -2.8522 1.2602
H 1.7869 -0.2017 -2.0135
H -4.5518 2.2590 0.4267
H -0.2760 -4.2340 2.1151
H 1.0306 2.9781 -1.5760
H -0.0152 -4.0047 0.3624
H -0.7825 -0.3759 0.7392
H 2.8896 2.5630 -0.0006
H -2.1781 0.8608 2.3449
H 3.2679 -2.0548 2.2768
H 4.5220 1.4678 -3.0374
H -2.6511 2.4321 1.7030
H 4.8087 -0.5934 0.9792
H -2.9305 -1.8710 -1.6967
*
```



Energy ordering: *b* at the bottom, the next structure 15.9 kJ/mol above.



*a*
The molecule C18H32N2O6. Source: the Open Molecules 2025 dataset; level of theory: ωB97M-V/def2-TZVPD.

Output
- HOMO (Eh) = -0.3376
- gap between HOMO and LUMO (eV) = 9.6

Structure (ORCA input):
```
! RIJCOSX wB97M-V def2-TZVPD def2/J DEFGRID3
* xyz 0 1
O 1.6074 -6.2032 3.5302
O 1.8225 -2.1950 0.4635
O -1.9727 2.9192 -4.0512
O -2.1662 3.1732 -1.2736
O 0.3675 3.0941 -0.3003
O 0.6811 -4.3950 4.4836
N 0.7970 -2.9076 2.3330
N 0.6473 0.9410 -0.9334
C 1.8223 0.8241 -0.0720
C -1.2639 2.2444 -1.8160
C -0.0568 -4.2124 6.7396
C 0.0831 -0.3167 -1.4128
C 1.4629 0.5850 1.3918
C 0.6195 3.6560 -4.9579
C 0.5755 -5.1297 5.7241
C -3.0020 1.9581 -4.1036
C 1.2265 -5.0669 3.4586
C -0.8547 2.5362 -3.2818
C -0.9404 -0.9533 -0.4540
C 0.5134 -0.5803 1.6999
C 1.3019 -4.2517 2.1893
C -0.8587 -0.4743 0.9966
C -0.1717 4.9850 -2.9769
C -0.0199 2.1227 -0.9322
C 1.1252 -1.9447 1.4354
C 0.2295 3.5993 -3.4822
H 0.5536 -3.3232 6.8952
H 0.3062 -0.5171 2.7734
H 2.4302 0.0089 -0.4556
H -0.4540 1.5888 -3.6806
H -0.0212 -6.0233 5.5434
H 2.3438 -4.2236 1.8670
H -1.5865 -1.0539 1.5701
H -1.0514 -3.9024 6.4196
H 1.1017 3.2646 -2.9124
H 0.5568 5.7262 -3.3098
H -0.3586 -0.1744 -2.3986
H -3.5416 1.8933 -3.1546
H 1.5749 -5.4483 6.0187
H 0.7636 -4.8132 1.4214
H -1.8080 1.2992 -1.8063
H -0.2126 4.0183 -5.5615
H -3.6945 2.2728 -4.8814
H -1.9568 -0.7504 -0.8018
H 0.2903 -2.6733 3.1687
H -1.1792 0.5691 1.0623
H -1.7894 4.0552 -1.3630
H -0.1517 -4.7336 7.6922
H -2.6057 0.9678 -4.3637
H -0.8148 -2.0380 -0.4949
H -0.1827 5.0265 -1.8862
H 0.9903 1.4936 1.7712
H 0.9053 2.6700 -5.3312
H 2.3821 1.7555 -0.1439
H 2.3914 0.4473 1.9527
H -1.1466 5.2759 -3.3719
H 1.4660 4.3292 -5.1002
H 0.9235 -0.9950 -1.5359
*
```



*b*
The molecule C18H32N2O6. Source: the Open Molecules 2025 dataset; level of theory: ωB97M-V/def2-TZVPD.

Output
- HOMO (Eh) = -0.3343
- gap between HOMO and LUMO (eV) = 9.6

Structure (ORCA input):
```
! RIJCOSX wB97M-V def2-TZVPD def2/J DEFGRID3
* xyz 0 1
O -0.6636 -0.3342 0.5106
O 3.4303 -1.1985 -0.9659
O -3.5329 9.0281 1.3760
O 1.7887 -1.1704 1.2214
O -0.6425 5.2089 0.1051
O -3.7852 7.3327 2.8274
N 0.0918 1.6769 -0.1979
N -1.7281 5.9629 1.9292
C 0.2719 0.4027 0.2618
C 1.1253 2.7073 -0.2188
C 0.9549 -2.7686 -1.2325
C 0.3596 3.1853 2.2210
C 1.7150 -0.1022 0.3098
C 2.1837 -0.5221 -1.1010
C -1.8639 2.5729 1.0621
C 1.2273 -1.4188 -1.8921
C 1.7674 -1.6028 -3.3101
C -1.0779 3.6196 1.8705
C -1.2864 2.1566 -0.2865
C -5.5659 7.0740 4.3886
C 1.4582 3.2965 1.1598
C -1.1159 4.9856 1.2092
C -1.8826 7.2968 1.4021
C -3.1509 7.9906 1.8431
C -4.9987 7.9573 3.3062
C 4.5376 -0.3332 -0.8190
H 0.6891 3.7742 3.0816
H -2.8822 2.9402 0.8995
H -5.6801 8.0702 2.4635
H -5.7970 6.0821 4.0012
H 5.4294 -0.9558 -0.7903
H -4.8643 6.9708 5.2161
H -2.1362 5.7492 2.8221
H -1.8795 7.2462 0.3139
H 0.7270 3.5019 -0.8453
H 2.0284 2.3359 -0.7010
H 2.7156 -2.1421 -3.2924
H 1.7399 4.3411 1.0166
H 0.3287 -3.3729 -1.8917
H 1.8873 -3.3129 -1.0700
H 4.4892 0.2513 0.1062
H 0.2810 -0.8731 -1.9528
H -1.9417 1.6758 1.6804
H 4.6088 0.3569 -1.6663
H -4.7509 8.9541 3.6700
H 0.4432 -2.6497 -0.2799
H -1.2918 2.9947 -0.9828
H 1.0635 -2.1776 -3.9134
H -1.6018 3.6998 2.8276
H 1.9302 -0.6430 -3.8061
H 2.3360 0.3929 -1.6895
H 2.3649 0.7103 0.6525
H -6.4857 7.5150 4.7729
H -1.8990 1.3534 -0.6914
H -1.0544 7.9539 1.6861
H 0.2965 2.1506 2.5706
H 2.5923 -1.6579 0.9981
H 2.3368 2.7929 1.5741
*
```



Energy ordering: *a* at the bottom, the next structure 6.7 kJ/mol above.